(1)
Computed, not measured: a structure of composition C2Cl2F2 in a non-equilibrium geometry, with ωB97M-V with the def2-TZVPD basis set.

Calculated values
- Spin multiplicity: 1

Positions of all 6 atoms, in Å:
C (-1.7904, 0.0081, -0.3489)
C (1.9053, 0.4807, -0.6318)
F (-2.1165, -1.0944, 0.2910)
F (-1.7883, 1.0599, 0.5249)
Cl (3.1988, 0.0097, 0.2251)
Cl (0.5911, -0.4640, -0.0604)

Force components x, y, z for each atom (eV/Å):
-1.07 1.34 -0.42
-1.43 0.49 -0.84
0.14 1.09 0.65
-0.29 -2.10 -0.43
2.17 -0.33 0.95
0.48 -0.48 0.09

(2)
Computed, not measured: a structure of composition C2Cl2F2O3S in a non-equilibrium geometry, with ωB97M-V with the def2-TZVPD basis set.

Calculated values
- Spin multiplicity: 1

Positions of all 10 atoms, in Å:
C (0.6575, -0.3603, -0.8503)
C (-0.9921, 0.3500, -0.3847)
O (-0.6282, -0.8670, 2.0351)
O (0.1026, 1.4744, 1.9244)
O (1.2063, -0.2536, 0.3483)
F (1.1998, 0.3731, -1.8118)
F (0.5044, -1.5920, -1.3206)
S (-0.1601, 0.2383, 1.2911)
Cl (-1.1910, 1.9524, -0.9489)
Cl (-2.3329, -0.6948, -0.5334)

Force components x, y, z for each atom (eV/Å):
-3.99 1.20 -0.95
3.31 -1.31 0.00
0.11 -0.51 0.02
0.40 0.24 -0.20
0.09 0.25 1.37
0.40 0.05 0.33
0.24 -0.14 0.32
-0.21 0.12 -0.67
-0.11 0.20 -0.07
-0.25 -0.12 -0.15

(3)
Computed, not measured: the molecule C2Cl2F3NO2 in a non-equilibrium geometry, with ωB97M-V with the def2-TZVPD basis set.

Calculated values
- SMILES: O=[N+]([O-])[C@@](F)(Cl)C(F)(F)Cl
- Spin multiplicity: 1

Positions of all 10 atoms, in Å:
O (2.0296, -0.2640, 0.4365)
N (1.0511, 0.3200, 0.7894)
O (0.7570, 0.7206, 1.8722)
C (0.0107, 0.6123, -0.3119)
F (-0.7709, 1.5986, 0.1420)
Cl (0.7989, 1.0356, -1.8164)
C (-1.0163, -0.7208, -0.5749)
F (-1.5341, -1.0789, 0.5958)
F (-0.2601, -1.7327, -1.0012)
Cl (-2.2581, -0.3202, -1.7425)

Force components x, y, z for each atom (eV/Å):
0.72 -0.56 -0.04
-0.65 0.16 -0.84
-0.06 0.12 0.91
-2.01 -1.07 -0.92
0.30 -0.20 -0.22
-0.12 -0.03 0.48
1.92 1.34 0.49
-0.21 0.21 0.06
-0.08 0.05 -0.20
0.19 -0.03 0.28

(4)
Computed, not measured: a cluster of 2 separate species, C2Cl3NOS in total in a non-equilibrium geometry, with ωB97M-V with the def2-TZVPD basis set.

Calculated values
- SMILES: [S-][N+]#CCl.O=C(Cl)Cl
- Spin multiplicity: 1

Positions of all 8 atoms, in Å:
S (-0.6291, -2.7397, -0.3764)
N (-0.8832, -1.7811, 0.7976)
C (-0.7249, -0.9887, 1.6728)
Cl (-1.4294, -0.0588, 2.8145)
O (-0.0505, 1.1034, -2.1623)
C (0.7732, 1.3476, -1.3622)
Cl (1.4973, 0.1932, -0.3014)
Cl (1.4468, 2.9241, -1.0826)

Force components x, y, z for each atom (eV/Å):
-0.06 -1.45 -1.67
0.87 2.33 2.62
-0.83 -1.27 -1.25
-0.09 0.31 0.35
0.06 0.05 0.10
-0.05 0.04 -0.15
0.15 -0.30 0.10
-0.04 0.30 -0.10

(5)
Computed, not measured: a cluster of 2 separate species, C2Cl3NS2 in total in a non-equilibrium geometry, with ωB97M-V with the def2-TZVPD basis set.

Calculated values
- Spin multiplicity: 1

Positions of all 8 atoms, in Å:
C (2.3632, -0.3290, 0.7490)
C (-1.4070, 0.1154, -0.5206)
N (2.9311, -1.0120, 0.0395)
S (1.5169, 0.7180, 1.7084)
S (-0.0924, 1.2698, -1.0960)
Cl (-0.8928, -1.5116, -1.0262)
Cl (-2.9884, 0.5913, -1.1637)
Cl (-1.4306, 0.1580, 1.3095)

Force components x, y, z for each atom (eV/Å):
-1.17 1.70 1.63
1.07 0.21 0.72
1.47 -1.86 -1.68
-0.30 0.48 -1.51
0.00 -0.31 1.72
-0.54 0.16 0.08
0.52 -0.21 0.07
-1.05 -0.17 -1.03

(6)
Computed, not measured: a structure of composition C2Cl3OS in a non-equilibrium geometry, with ωB97M-V with the def2-TZVPD basis set.

Calculated values
- Charge: -1
- Spin multiplicity: 1

Positions of all 7 atoms, in Å:
C (1.1182, 0.0661, 0.0295)
C (-1.1467, 0.3043, -0.1042)
O (1.0990, -1.0754, -0.2443)
S (2.0850, 1.3051, 0.2812)
Cl (-1.7286, 1.8992, -0.7695)
Cl (-2.0102, -1.1189, -0.9042)
Cl (-1.5744, -0.0347, 1.5859)

Force components x, y, z for each atom (eV/Å):
-1.01 -1.92 -1.34
0.98 -0.28 -0.22
0.10 -0.35 0.35
0.07 1.56 0.51
-0.26 -0.68 0.52
0.40 0.76 -0.61
-0.27 0.91 0.79

(7)
Computed, not measured: a cluster of 2 separate species, C2Cl4OS in total in a non-equilibrium geometry, with ωB97M-V with the def2-TZVPD basis set.

Calculated values
- Spin multiplicity: 1

Positions of all 8 atoms, in Å:
C (0.9236, -0.0966, -0.1391)
C (0.4921, -0.1279, -1.3838)
O (-0.4821, 0.8799, 2.3692)
S (-1.4332, 0.7370, 1.3672)
Cl (2.1266, -0.3700, 0.8872)
Cl (1.6178, -0.3980, -2.7396)
Cl (-1.0074, 0.5122, -1.9426)
Cl (-2.2372, -1.1365, 1.5815)

Force components x, y, z for each atom (eV/Å):
-2.17 0.14 -1.42
1.51 0.64 0.06
3.39 0.98 4.06
-2.75 -0.87 -3.63
0.70 -0.23 0.37
-0.33 -0.21 0.57
-0.12 -0.29 0.15
-0.23 -0.16 -0.16

(8)
Computed, not measured: a structure of composition C2ClF3O2S2 in a non-equilibrium geometry, with ωB97M-V with the def2-TZVPD basis set.

Calculated values
- Spin multiplicity: 1

Positions of all 10 atoms, in Å:
C (1.3185, -0.5289, 0.2760)
C (-1.2797, -0.2916, -0.3589)
O (0.5106, 1.6431, -1.1322)
O (-0.0906, 1.6033, 1.2645)
F (1.6780, -0.8036, 1.5061)
F (2.3607, -0.5816, -0.5155)
F (-1.7916, 0.0142, -1.5605)
S (-0.3093, -1.8014, -0.3741)
S (0.1339, 0.9316, 0.0327)
Cl (-2.5305, -0.1851, 0.8620)

Force components x, y, z for each atom (eV/Å):
-2.32 -1.51 -0.91
0.84 0.00 0.27
0.16 -0.02 -0.65
0.05 -0.15 0.34
-0.13 0.22 -0.13
-0.23 0.14 0.05
-0.08 0.11 -0.08
1.84 1.44 0.81
-0.14 -0.20 0.44
0.01 -0.03 -0.13

(9)
Computed, not measured: the molecule C2ClF3O3S in a non-equilibrium geometry, with ωB97M-V with the def2-TZVPD basis set.

Calculated values
- SMILES: O=C(C(F)(F)F)S(=O)(=O)Cl
- Spin multiplicity: 1

Positions of all 10 atoms, in Å:
O (-0.0801, -0.6413, 1.8323)
C (-0.0227, -0.3668, 0.6933)
C (-0.9716, -0.7551, -0.5557)
F (-0.9315, 0.2843, -1.3865)
F (-0.3646, -1.7891, -1.1709)
F (-2.1153, -1.1049, -0.1508)
S (1.4139, 1.0993, 0.2243)
O (2.5762, 0.3893, 0.7406)
O (1.3402, 1.5756, -1.1223)
Cl (1.1263, 2.6141, 1.4049)

Force components x, y, z for each atom (eV/Å):
-0.17 -0.38 -1.11
0.06 2.15 0.20
4.38 0.24 0.14
-1.08 -0.37 0.26
-0.28 0.09 0.00
-2.48 -0.21 0.37
1.14 -3.60 -0.57
-1.08 0.97 -0.72
0.14 -0.04 0.33
-0.62 1.15 1.09

(10)
Computed, not measured: the molecule C2ClF3O3S in a non-equilibrium geometry, with ωB97M-V with the def2-TZVPD basis set.

Calculated values
- Spin multiplicity: 1

Positions of all 10 atoms, in Å:
C (0.1517, 0.4874, -0.8898)
C (-0.9139, 0.7499, 0.2201)
O (0.5532, 0.7511, -1.9516)
O (1.9887, -2.8593, 0.4056)
O (0.6433, -0.6549, -0.0549)
F (-1.9198, 1.8691, -0.1078)
F (-1.7295, -0.4017, 0.4165)
F (-0.5102, 1.2623, 1.4495)
S (1.7553, -1.6145, 1.0697)
Cl (3.2990, -0.4807, 0.9486)

Force components x, y, z for each atom (eV/Å):
1.53 -3.25 3.11
-5.45 2.87 1.49
-0.90 0.74 0.52
0.18 0.40 0.06
0.91 0.32 -0.50
2.65 -3.20 -0.07
2.01 3.14 -0.53
0.25 -1.90 -2.65
-3.23 -0.47 -1.12
2.05 1.34 -0.30

Calculated molar mass in order - 132.92 212.99 197.93 192.45 208.52 178.45 213.90 212.60 196.53 196.53 g mol⁻¹
Calculated energy above the lowest of the compared OMol25 structures with the same formula, charge and spin in order - 4.740 0.000 0.000 0.000 3.130 0.343 2.867 0.727 1.554 2.844 eV
Calculated E in order - -1196.1149 -1820.1771 -1501.3167 -1984.8856 -2307.7621 -1930.2404 -2390.2633 -1782.7785 -1459.8483 -1459.8008 hartree